Computed, not measured: a 4-piece molecular cluster, C3H14O3S2 overall at a distorted geometry, with wB97M-V/def2-TZVPD.

HOMO, eV: -8.816
SMILES: CCSSC.O.O.O
Kohn-Sham gap, Ha: 0.3396
Spin multiplicity: 1
Max |F|, Eh/bohr: 0.061
Electronic energy, eV: -31150.204

Last column: natural (NBO) charge in e.
Cartesian coordinates (Å):
C: 2.060 -0.244 0.341  -0.632
C: 1.659 -0.642 1.891  -0.535
S: -0.117 -0.504 2.368  0.085
S: -0.947 -1.707 0.944  0.017
C: -1.951 -0.513 -0.082  -0.756
H: 1.881 -1.076 -0.380  0.228
H: 3.198 -0.051 0.241  0.221
H: 1.516 0.688 0.110  0.220
H: 2.185 -1.612 2.134  0.228
H: 1.947 0.235 2.587  0.221
H: -2.633 -1.167 -0.725  0.237
H: -2.630 0.079 0.737  0.225
H: -1.149 0.123 -0.586  0.263
H: -0.380 1.745 1.227  0.482
H: -0.888 3.044 0.621  0.473
O: -0.085 2.494 0.702  -0.964
H: -0.743 2.601 -2.704  0.464
H: 0.137 2.220 -1.515  0.484
O: -0.198 1.866 -2.355  -0.949
H: -1.568 -2.743 -2.309  0.463
H: -0.632 -2.323 -1.153  0.463
O: -0.661 -2.512 -2.093  -0.937

=====

Computed, not measured: C3H8BOTi as an isolated structure at a distorted geometry, with wB97M-V/def2-TZVPD.

HOMO, eV: -10.089
Total charge: +1
Kohn-Sham gap, Ha: 0.1061
Spin multiplicity: 1
Max |F|, Eh/bohr: 0.099
Electronic energy, eV: -29063.091

Last column: natural (NBO) charge in e.
Cartesian coordinates (Å):
C: 2.259 -0.995 -0.190  -0.545
B: 1.093 0.209 -0.182  0.880
O: 1.343 1.584 0.333  -0.945
C: -0.376 -0.253 -0.838  -0.766
C: -1.637 -0.016 0.196  -0.715
H: 1.856 -1.829 0.525  0.208
H: 3.295 -0.575 0.160  0.217
H: 1.475 2.212 -0.453  0.511
H: -0.375 -1.419 -1.086  0.265
H: -0.475 0.329 -1.859  0.271
H: -1.878 -0.939 0.875  0.202
H: -2.596 0.134 -0.499  0.283
H: -1.488 0.991 0.780  0.146
Ti: -2.496 0.568 2.240  0.987

=====

Computed, not measured: a 2-piece molecular cluster, C9H14O overall at a distorted geometry, with wB97M-V/def2-TZVPD.

HOMO, eV: -8.317
SMILES: Cc1ccc(O)cc1.CC
Kohn-Sham gap, Ha: 0.3348
Spin multiplicity: 1
Max |F|, Eh/bohr: 0.124
Electronic energy, eV: -11605.637

Last column: natural (NBO) charge in e.
Cartesian coordinates (Å):
C: -0.909 1.115 2.849  -0.627
C: -1.906 -0.330 -1.017  0.290
C: -2.135 -1.062 0.101  -0.315
C: -1.344 0.957 -0.942  -0.257
C: -1.848 -0.652 1.437  -0.174
C: -1.043 1.334 0.355  -0.182
C: -1.216 0.580 1.561  -0.073
O: -2.196 -0.706 -2.268  -0.668
H: -2.800 -1.952 0.099  0.209
H: -2.183 -1.716 -2.305  0.481
H: -1.051 1.400 -1.886  0.233
H: -2.055 -1.381 2.249  0.217
H: -0.292 2.166 0.501  0.205
H: -0.173 0.700 3.421  0.221
H: -1.934 1.120 3.341  0.224
H: -0.851 2.283 2.833  0.214
C: 2.770 -1.070 -0.890  -0.628
C: 3.204 0.203 -1.625  -0.616
H: 3.151 -1.952 -1.524  0.198
H: 3.216 -1.191 0.041  0.204
H: 1.729 -1.430 -0.705  0.218
H: 3.735 0.953 -1.057  0.211
H: 2.326 0.707 -1.968  0.209
H: 3.805 -0.075 -2.602  0.204

=====

Computed, not measured: C4H9NO in the gas phase at a distorted geometry, with wB97M-V/def2-TZVPD.

HOMO, eV: -9.019
SMILES: CC/N=C/OC
Kohn-Sham gap, Ha: 0.3700
Spin multiplicity: 1
Max |F|, Eh/bohr: 0.086
Electronic energy, eV: -7828.700

Last column: natural (NBO) charge in e.
Cartesian coordinates (Å):
C: -1.083 -2.196 -0.356  -0.654
C: -0.958 -0.722 -0.337  -0.191
N: 0.261 -0.242 0.106  -0.528
C: -0.007 0.717 0.916  0.400
O: 0.834 1.730 1.082  -0.484
C: 1.884 1.843 0.148  -0.266
H: -0.218 -2.818 -0.134  0.228
H: -1.842 -2.671 0.253  0.221
H: -1.355 -2.423 -1.391  0.210
H: -1.687 0.064 0.401  0.107
H: -1.326 -0.248 -1.246  0.198
H: -0.637 0.639 1.813  0.183
H: 2.360 2.822 0.254  0.191
H: 1.564 1.742 -0.896  0.195
H: 2.650 1.077 0.315  0.191

=====

Computed, not measured: C4H8N2 in the gas phase at a distorted geometry, with wB97M-V/def2-TZVPD.

HOMO, eV: -6.734
Kohn-Sham gap, Ha: 0.2610
Spin multiplicity: 1
Max |F|, Eh/bohr: 0.025
Electronic energy, eV: -7253.991

Last column: natural (NBO) charge in e.
Cartesian coordinates (Å):
C: -1.536 -0.331 0.407  -0.412
N: -0.067 0.209 0.349  -0.366
C: 0.743 -0.533 -0.623  -0.554
C: 0.624 1.598 -0.071  -0.371
C: 1.269 -1.750 -0.261  0.203
N: 1.788 -2.746 0.073  -0.450
H: -2.072 -0.070 -0.505  0.218
H: -2.106 -0.007 1.288  0.205
H: -1.460 -1.436 0.439  0.245
H: 0.257 0.061 1.307  0.414
H: 0.385 -0.317 -1.615  0.202
H: 0.495 1.805 -1.141  0.229
H: 0.203 2.379 0.545  0.183
H: 1.725 1.549 0.070  0.254

=====

Computed, not measured: C3H4I2 as an isolated structure at a distorted geometry, with wB97M-V/def2-TZVPD.

HOMO (spin up / spin down), eV: -9.558 / -8.401
Kohn-Sham gap (spin up / spin down), Ha: 0.3007 / 0.2821
Spin multiplicity: 1
Max |F|, Eh/bohr: 0.051
Electronic energy, eV: -19371.759

Last column: natural (NBO) charge in e.
Cartesian coordinates (Å):
C: -0.560 -0.199 -0.923  -0.338
C: 0.419 0.467 -0.328  -0.381
C: 1.690 -0.038 0.201  -0.369
I: 3.190 1.565 0.041  0.169
I: 2.458 -2.004 -0.096  0.217
H: -1.465 0.326 -1.086  0.210
H: -0.429 -1.272 -1.271  0.214
H: 0.276 1.385 0.246  0.231
H: 0.797 -0.072 2.424  0.048

=====

Computed, not measured: C35H87Cu2N6O14 as an isolated structure at a distorted geometry, with wB97M-V/def2-TZVPD.

HOMO (spin up / spin down), eV: -13.708 / -13.708
Total charge: +3
Kohn-Sham gap (spin up / spin down), Ha: 0.2174 / 0.0560
Spin multiplicity: 3
Max |F|, Eh/bohr: 0.087
Electronic energy, eV: -164552.279
Expectation value of S²: 2.01

Last column: Löwdin spin population.
Cartesian coordinates (Å):
Cu: 2.225 -3.734 -0.525  0.000
Cu: -1.144 -2.378 2.137  0.679
O: 0.627 0.481 -0.484  0.002
C: 0.728 -0.744 -0.110  0.004
O: 0.161 -1.039 0.960  0.025
O: 1.381 -1.570 -0.748  0.003
H: 0.861 0.252 -1.387  0.000
C: -1.535 2.537 -2.750  0.000
O: -1.570 1.155 -2.757  0.000
C: -0.535 0.536 -3.547  0.000
C: -0.721 -0.935 -3.406  0.000
N: -1.790 -1.460 -4.274  0.000
C: -1.822 -2.888 -4.378  0.000
C: -2.971 -3.357 -5.346  0.000
O: -4.346 -3.337 -4.931  0.000
C: -4.885 -2.032 -4.710  0.000
H: -0.545 2.712 -2.328  0.000
H: -2.274 2.993 -2.092  0.000
H: -1.619 2.977 -3.744  0.000
H: 0.408 0.793 -3.064  0.000
H: -0.492 0.953 -4.553  0.000
H: -0.711 -1.274 -2.371  0.000
H: 0.192 -1.302 -3.874  0.000
H: -2.730 -1.120 -4.129  0.000
H: -1.981 -3.241 -3.359  0.000
H: -0.829 -3.136 -4.753  0.000
H: -2.749 -4.351 -5.736  0.000
H: -2.773 -2.801 -6.262  0.000
H: -5.905 -1.950 -4.335  0.000
H: -4.710 -1.383 -5.568  0.000
H: -4.341 -1.613 -3.863  0.000
C: -6.202 0.413 -1.191  0.001
O: -5.189 -0.348 -0.598  0.002
C: -4.013 0.353 -0.152  0.013
C: -2.855 -0.645 0.213  0.011
N: -2.854 -1.117 1.641  0.198
C: -4.081 -1.997 1.699  0.012
C: -3.930 -2.951 2.944  0.003
O: -2.627 -3.533 3.322  0.027
C: -2.619 -4.377 4.482  0.004
H: -5.949 0.644 -2.226  0.000
H: -6.163 1.426 -0.789  0.000
H: -7.175 -0.076 -1.144  0.000
H: -4.307 0.923 0.730  0.000
H: -3.617 0.936 -0.984  0.002
H: -1.923 -0.157 -0.074  0.001
H: -2.959 -1.527 -0.420  0.000
H: -3.109 -0.428 2.334  0.006
H: -4.497 -2.479 0.814  0.000
H: -4.912 -1.372 2.026  0.007
H: -4.680 -3.737 2.853  0.000
H: -4.230 -2.414 3.844  0.000
H: -3.432 -5.074 4.278  0.002
H: -2.876 -3.983 5.465  0.000
H: -1.709 -4.959 4.626  0.000
C: 4.593 -1.960 0.011  0.003
O: 4.200 -2.973 -0.826  0.001
C: 4.745 -2.806 -2.146  0.000
C: 4.137 -3.935 -2.933  0.000
N: 2.685 -3.825 -3.008  0.000
C: 2.171 -5.080 -3.568  0.000
C: 2.270 -5.021 -5.157  0.000
O: 1.547 -3.875 -5.520  0.000
C: 1.247 -3.712 -6.886  0.000
H: 4.691 -2.213 1.067  0.000
H: 4.007 -1.047 -0.093  0.002
H: 5.567 -1.551 -0.258  0.001
H: 5.829 -2.918 -2.156  0.000
H: 4.395 -1.877 -2.595  0.000
H: 4.511 -4.798 -2.384  0.000
H: 4.423 -3.967 -3.985  0.000
H: 2.432 -3.205 -3.764  0.000
H: 1.121 -5.039 -3.276  0.000
H: 2.541 -5.997 -3.110  0.000
H: 1.767 -5.890 -5.583  0.000
H: 3.317 -5.035 -5.460  0.000
H: 0.677 -4.526 -7.334  0.000
H: 2.181 -3.821 -7.438  0.000
H: 0.743 -2.756 -7.032  0.000
C: -0.906 4.488 1.206  0.000
O: -0.666 3.734 2.350  0.000
C: 0.507 2.872 2.355  0.000
C: 1.753 3.672 1.920  0.000
N: 1.867 4.871 2.613  0.000
C: 2.984 5.737 2.240  0.000
C: 2.451 7.143 2.597  0.000
O: 1.377 7.400 1.605  0.000
C: 0.288 8.255 1.924  0.000
H: -0.070 5.161 1.018  0.000
H: -1.816 5.064 1.377  0.000
H: -0.979 3.964 0.253  0.000
H: 0.336 1.944 1.810  0.000
H: 0.462 2.540 3.392  0.000
H: 1.771 4.016 0.886  0.000
H: 2.617 3.033 2.100  0.000
H: 0.940 5.260 2.711  0.000
H: 3.135 5.739 1.160  0.000
H: 3.851 5.486 2.850  0.000
H: 3.334 7.723 2.329  0.000
H: 2.216 7.232 3.657  0.000
H: 0.565 9.308 1.945  0.000
H: -0.285 7.973 2.808  0.000
H: -0.395 8.361 1.081  0.000
C: -4.572 0.479 4.699  0.000
O: -3.378 0.316 3.929  0.000
C: -2.260 0.884 4.540  0.000
C: -0.987 0.223 3.989  0.000
N: -0.896 -1.220 4.106  -0.002
C: 0.050 -1.533 5.169  0.001
C: -0.488 -1.292 6.597  0.000
O: -1.718 -1.994 6.679  0.000
C: -2.138 -2.246 7.940  0.000
H: -4.427 0.010 5.672  0.000
H: -5.172 -0.148 4.039  0.000
H: -4.910 1.514 4.751  0.000
H: -2.326 0.843 5.628  0.000
H: -2.179 1.945 4.302  0.000
H: -0.087 0.807 4.182  0.000
H: -1.033 0.415 2.917  0.000
H: -1.661 -1.231 4.765  0.000
H: 0.904 -0.864 5.068  0.000
H: 0.277 -2.591 5.033  0.000
H: -0.627 -0.242 6.856  0.000
H: 0.177 -1.609 7.400  0.000
H: -2.969 -2.952 7.917  0.000
H: -2.273 -1.292 8.449  0.000
H: -1.358 -2.856 8.395  0.000
C: 6.233 3.565 -2.036  0.105
C: 5.321 2.668 -1.203  0.112
C: 3.900 2.622 -1.796  0.052
O: 3.797 2.413 -3.199  0.078
C: 3.947 1.003 -3.427  0.005
N: 5.892 1.381 -0.919  0.570
H: 6.399 3.351 -3.091  0.002
H: 7.169 3.720 -1.498  0.000
H: 5.770 4.552 -2.049  0.014
H: 5.358 3.190 -0.247  0.000
H: 3.378 3.565 -1.633  0.004
H: 3.268 1.939 -1.228  0.006
H: 3.000 0.524 -3.177  0.002
H: 4.825 0.522 -2.997  0.004
H: 4.051 0.830 -4.498  0.000
H: 6.167 0.975 -1.801  0.015
H: 6.745 1.398 -0.379  0.023